Formula: C61H54Cl4F6O8
Source: the Open Molecules 2025 dataset
Level of theory: the ωB97M-V functional and the def2-TZVPD basis

Geometry as XYZ:
```
133
Properties=species:S:1:pos:R:3:forces:R:3
Cl -34.491572 -11.000105 -30.401319 0.0 0.0 -0.2
C -33.767169 -12.250360 -29.403096 0.7 0.6 0.8
Cl -32.129314 -12.629630 -29.975026 -0.2 0.1 -0.1
Cl -33.608667 -11.597439 -27.718276 -0.1 -0.3 -0.6
Cl -34.735676 -13.690275 -29.380009 -0.3 -0.3 -0.1
O -31.180313 -9.626531 -31.950534 0.4 -0.6 -0.1
C -31.625971 -9.297725 -33.213189 -0.2 0.1 1.4
C -30.881023 -9.731187 -34.292010 -1.0 0.3 -0.2
C -31.373352 -9.396801 -35.548932 0.3 -0.1 -0.5
C -32.557155 -8.696876 -35.711178 0.1 0.7 0.4
O -32.965949 -8.247398 -36.948092 -0.2 0.1 -0.2
C -33.260472 -8.226897 -34.600587 0.3 -0.9 -0.3
C -32.809949 -8.584689 -33.332366 -0.4 0.5 -1.1
H -31.408524 -8.993979 -31.267798 -0.3 0.3 -0.2
H -29.992449 -10.317647 -34.133245 0.2 0.1 -0.1
H -30.798674 -9.589791 -36.449437 0.0 -0.3 0.1
H -33.095561 -8.962617 -37.577654 0.2 -0.1 0.1
H -34.165304 -7.671245 -34.802465 0.0 0.1 0.3
H -33.416291 -8.289079 -32.487327 0.3 -0.1 0.3
O -28.997855 -15.612957 -32.028804 0.2 0.1 -0.2
C -27.920118 -16.356443 -32.470007 -0.4 -0.3 0.4
C -27.760438 -16.650731 -33.812816 1.1 -0.3 0.1
C -26.663289 -17.425342 -34.218087 -0.8 0.9 -0.7
C -25.814264 -17.960659 -33.293780 0.5 -1.0 0.7
O -24.790862 -18.796232 -33.697226 -0.3 0.4 -0.2
C -26.022185 -17.725128 -31.934941 -0.1 0.4 -0.4
C -27.046884 -16.887712 -31.516247 0.4 -0.1 -0.4
H -29.481118 -15.353065 -32.823084 -0.1 0.1 0.3
H -28.395419 -16.266982 -34.600294 -0.2 0.2 0.2
H -26.508044 -17.512497 -35.285666 0.2 -0.4 0.1
H -24.445304 -19.242015 -32.918566 0.1 0.0 0.0
H -25.324189 -18.171359 -31.236519 -0.2 0.1 0.2
H -27.093600 -16.629895 -30.468634 -0.4 0.0 0.0
O -28.152649 -2.249299 -33.968835 0.0 0.1 0.2
C -28.267305 -3.348741 -33.149077 -0.2 0.2 -0.7
C -27.625539 -4.507700 -33.556074 -0.1 -0.4 1.3
C -27.791948 -5.637414 -32.746689 0.5 0.4 -0.7
C -28.634495 -5.633774 -31.657259 0.3 -0.3 0.7
O -28.754138 -6.734188 -30.859948 -0.4 -0.2 0.2
C -29.272208 -4.467408 -31.260200 0.0 0.3 -0.4
C -29.066663 -3.319432 -32.007377 -0.1 -0.2 -0.4
H -28.660357 -1.526537 -33.582985 0.1 0.0 -0.1
H -26.942892 -4.550342 -34.390313 -0.1 0.2 -0.2
H -27.202293 -6.518470 -32.973923 -0.2 -0.1 0.0
H -28.225967 -7.475688 -31.199365 0.0 0.0 0.0
H -29.924888 -4.445106 -30.399571 0.1 -0.1 0.1
H -29.590920 -2.402454 -31.763470 0.1 0.0 0.1
O -27.131232 -8.949051 -31.567571 0.5 -0.2 0.3
C -27.241335 -10.261632 -31.158505 0.7 -0.4 0.4
C -26.148359 -10.924806 -30.568361 0.0 0.7 -0.5
C -26.265246 -12.206537 -30.077704 -0.9 0.0 -0.5
C -27.483453 -12.869427 -30.302891 -0.1 -1.0 0.9
O -27.599611 -14.158784 -29.822187 0.2 0.3 0.0
C -28.568948 -12.246158 -30.870895 0.2 1.3 -0.9
C -28.444539 -10.906137 -31.273311 -0.3 0.0 0.1
H -26.188112 -8.700870 -31.523269 -0.5 0.0 -0.1
H -25.201496 -10.392539 -30.532585 0.0 -0.1 0.3
H -25.475891 -12.702062 -29.531588 0.1 0.0 -0.2
H -28.489088 -14.485211 -30.009297 0.1 0.0 -0.2
H -29.522195 -12.702633 -31.100282 0.1 -0.4 0.4
H -29.321300 -10.316079 -31.526750 0.1 -0.4 -0.4
F -23.364249 -10.610298 -28.933088 0.3 0.1 0.0
C -23.384958 -10.992765 -27.636917 -1.3 0.0 0.3
C -22.236558 -11.419331 -27.024615 1.0 0.3 -0.5
C -22.258885 -11.932337 -25.730654 -0.3 1.6 -0.4
C -23.460199 -11.838532 -25.058817 -0.2 -0.7 1.3
C -24.644308 -11.390470 -25.637996 1.2 -0.7 -0.9
C -24.606282 -10.977973 -26.978847 -0.7 -0.8 1.2
H -21.318666 -11.233719 -27.575661 0.0 -0.5 0.1
H -21.335653 -12.161825 -25.219054 0.0 -0.3 0.0
H -23.493891 -12.166620 -24.021264 0.0 0.0 -0.1
H -25.552995 -11.587063 -25.088736 -0.2 0.6 -0.1
H -25.591728 -10.824975 -27.396995 0.4 0.5 -0.7
F -26.486529 -4.278357 -28.680057 0.1 0.0 -0.2
C -25.619273 -5.280234 -28.421753 0.1 0.4 0.7
C -25.537543 -6.344005 -29.278867 0.4 -0.4 -0.5
C -24.759862 -7.429580 -28.884209 -0.1 -0.1 0.4
C -24.019707 -7.371554 -27.719395 0.3 -0.3 0.6
C -23.981597 -6.215925 -26.944163 -0.9 0.5 0.1
C -24.855523 -5.184413 -27.256772 -0.2 0.0 -0.8
H -25.982754 -6.312526 -30.264277 -0.4 0.0 0.2
H -24.777468 -8.380992 -29.401662 0.0 0.2 -0.3
H -23.549077 -8.273398 -27.346734 0.3 0.1 -0.2
H -23.406498 -6.073171 -26.039499 0.2 -0.5 0.0
H -24.968337 -4.290446 -26.658988 0.1 0.0 0.1
F -27.966327 -11.669184 -24.775493 0.4 0.1 -0.2
C -28.387988 -10.819478 -25.747874 -0.3 -0.5 -0.1
C -29.177150 -9.774588 -25.352636 -0.4 0.7 -0.1
C -29.722678 -8.947476 -26.339636 -0.1 -0.2 -0.5
C -29.476101 -9.213376 -27.676660 0.7 -0.6 0.0
C -28.720719 -10.342479 -28.040464 -0.5 0.7 -0.3
C -28.142750 -11.135229 -27.080150 0.1 -0.2 0.8
H -29.361857 -9.629409 -24.297463 -0.1 0.0 0.0
H -30.421929 -8.140066 -26.164465 0.3 0.1 0.6
H -29.782004 -8.510581 -28.439253 -0.3 -0.1 -0.1
H -28.653524 -10.614817 -29.085200 0.3 0.2 0.3
H -27.508689 -11.982294 -27.311847 -0.2 -0.1 -0.1
F -28.388152 -6.312948 -36.932068 -0.2 0.1 -0.2
C -27.761066 -7.361174 -36.387246 0.5 -0.1 0.7
C -28.176125 -7.828921 -35.153836 -1.4 0.1 -0.1
C -27.628156 -8.968118 -34.598232 1.3 0.3 -0.5
C -26.461417 -9.491160 -35.190809 -1.0 0.2 0.7
C -25.985314 -8.945287 -36.373732 -0.1 -0.4 0.3
C -26.665390 -7.903644 -37.004380 0.5 -0.5 -0.5
H -29.031260 -7.324928 -34.713295 0.0 -0.1 0.1
H -27.986515 -9.372272 -33.662803 -0.1 0.1 -0.1
H -25.997961 -10.298339 -34.638321 0.4 -0.1 -0.4
H -25.080348 -9.348605 -36.807855 0.0 0.0 -0.1
H -26.362242 -7.598114 -37.998164 0.0 0.3 0.1
F -24.667276 -7.864136 -31.911946 0.0 0.2 0.2
C -23.811715 -7.585506 -32.924198 0.5 -0.3 -0.9
C -22.491522 -7.954758 -32.791262 0.8 -0.1 0.5
C -21.596646 -7.704578 -33.825831 -0.6 1.0 -0.2
C -22.071317 -7.119196 -34.997107 0.4 -0.9 -0.2
C -23.427209 -6.897869 -35.177053 0.4 0.8 0.3
C -24.289359 -7.039181 -34.100575 -0.6 -0.3 0.0
H -22.109333 -8.398347 -31.879093 -0.3 0.0 0.1
H -20.527559 -7.804289 -33.707480 0.0 -0.4 0.2
H -21.344847 -6.949112 -35.783038 -0.2 0.2 -0.1
H -23.781598 -6.480014 -36.109667 -0.1 -0.1 0.0
H -25.339850 -6.789544 -34.196157 0.0 -0.1 0.0
F -21.358840 -17.131697 -30.246049 -0.1 -0.1 -0.3
C -22.176073 -16.265583 -29.625489 -0.1 0.8 0.6
C -21.672566 -15.534788 -28.558620 0.4 -0.5 0.8
C -22.507678 -14.710755 -27.830194 -1.2 -0.6 -0.4
C -23.849623 -14.594248 -28.208599 -0.1 0.8 0.3
C -24.352548 -15.248979 -29.318126 1.0 -0.8 -0.1
C -23.487626 -16.105016 -30.013076 -0.2 0.0 -0.6
H -20.688517 -15.740445 -28.150923 0.1 0.0 -0.4
H -22.243139 -14.253648 -26.892123 0.5 0.1 -0.1
H -24.449014 -13.910946 -27.611905 -0.2 -0.2 -0.1
H -25.373335 -15.219692 -29.667688 -0.1 0.4 0.2
H -23.853821 -16.605139 -30.899659 0.1 -0.1 0.0
```
Positions in Å, forces in eV/Å.

The calculation puts the HOMO energy at -7.8 eV. Its charge is 0. As for the LUMO energy: 0.18 eV. The HOMO-LUMO gap is 7.95 eV. As for the multiplicity: 1. The calculation puts the molar mass at 1170.9 g/mol.